[1]
Here is a molecular structure, C25H25FeN5O from OMol25. Energies are from ωB97M-V with the def2-TZVPD basis set.

Each line ends with the Löwdin spin population.
Element x y z (Å)
Fe  -0.71438  1.27867  -1.42454  3.80
C  -0.90937  5.79482  -1.25608  0.00
C  -1.85395  6.01504  -0.26437  0.00
C  -2.60192  4.94175  0.19449  0.00
C  -2.37857  3.67722  -0.34172  0.00
N  -1.42186  3.46399  -1.26593  0.03
C  -0.72097  4.49966  -1.71502  0.01
C  -3.17400  2.49992  0.04391  0.00
C  -4.43485  2.59812  0.63293  0.00
C  -5.13645  1.43285  0.90012  0.00
C  -4.58344  0.20763  0.55375  0.00
C  -3.32065  0.18355  -0.03983  0.00
N  -2.63898  1.31406  -0.26553  0.05
C  -2.69225  -1.03871  -0.57287  0.00
C  -3.09948  -2.32952  -0.23936  0.00
C  -2.53357  -3.40925  -0.90020  0.00
C  -1.57195  -3.17418  -1.87055  0.00
C  -1.19473  -1.86306  -2.11888  0.01
N  -1.72355  -0.82295  -1.48501  0.03
H  -0.32358  6.60767  -1.65216  0.00
H  -1.99491  6.99790  0.15970  0.00
H  -3.32600  5.07810  0.97978  0.00
H  0.02062  4.28352  -2.47355  0.00
H  -4.85586  3.56506  0.85625  0.00
H  -6.11850  1.48598  1.34469  0.00
H  -5.13332  -0.70459  0.72083  0.00
H  -3.82734  -2.49595  0.53795  0.00
H  -2.83901  -4.41574  -0.66126  0.00
H  -1.11670  -3.98311  -2.41826  0.00
H  -0.45494  -1.63756  -2.87774  0.00
C  1.68353  -3.61119  -0.36437  0.00
C  2.22198  -3.01414  0.93590  0.00
N  3.49971  -2.36440  0.76312  0.00
C  4.65233  -3.21196  0.50841  0.00
C  5.18455  -3.09172  -0.91901  0.00
C  3.74425  -1.04097  0.92611  0.00
O  4.85924  -0.56718  0.88874  0.00
C  2.59460  -0.08916  1.16322  0.00
C  2.64588  0.73881  2.28582  0.00
C  1.67380  1.71055  2.44624  0.00
C  0.70839  1.85939  1.46100  0.00
N  0.68168  1.11072  0.35596  0.03
C  1.60739  0.15577  0.21724  0.01
H  0.68492  -4.00020  -0.19379  0.00
H  2.31314  -4.42747  -0.70213  0.00
H  1.63447  -2.86210  -1.14966  0.00
H  2.35498  -3.82143  1.66387  0.00
H  1.50457  -2.30614  1.35323  0.00
H  4.37058  -4.24205  0.72403  0.00
H  5.45577  -2.90454  1.18541  0.00
H  4.41232  -3.31219  -1.65124  0.00
H  5.99391  -3.80409  -1.04645  0.00
H  5.57532  -2.09451  -1.09849  0.00
H  3.44482  0.61662  3.00155  0.00
H  1.67602  2.34483  3.31768  0.00
H  -0.06386  2.61192  1.54043  0.00
H  1.56018  -0.43405  -0.69437  0.00

Output
Expectation value of S²: 6.01
Net charge: +2
2S+1: 5
E_tot: -2579.9332 Eh

=====

[2]
Here is a molecular structure, C25H25N2O2SSnTe from OMol25. Energies are from ωB97M-V with the def2-TZVPD basis set.

Each line ends with the natural charge from an NBO analysis.
Element x y z (Å)
Sn  -1.31786  -0.03480  -1.23023  1.59
O  -2.22078  3.14116  0.65581  -0.90
S  -1.20230  2.13979  0.66951  2.31
O  -0.37053  1.99734  -0.56186  -0.97
N  -1.72648  0.63187  0.73027  -1.05
C  -2.72935  0.06719  1.51713  0.13
C  -3.15203  0.48365  2.74841  -0.22
C  -4.13798  -0.25464  3.44319  -0.17
C  -4.67745  -1.39345  2.92144  -0.19
C  -4.26892  -1.84025  1.64080  -0.09
C  -4.77695  -2.99888  1.01347  -0.08
C  -4.34573  -3.34791  -0.23699  -0.26
C  -3.40781  -2.52953  -0.88210  0.09
N  -2.91205  -1.44379  -0.32476  -0.55
C  -3.31039  -1.09484  0.93505  0.21
C  -0.14331  2.43356  2.03431  -0.29
C  0.21719  3.75037  2.29491  -0.18
C  1.09167  4.00237  3.33833  -0.20
C  1.58206  2.95331  4.10648  -0.17
C  1.20527  1.64512  3.83821  -0.20
C  0.33959  1.37415  2.78946  -0.22
H  -2.73768  1.37661  3.19808  0.24
H  -4.45720  0.09638  4.41498  0.24
H  -5.41811  -1.96253  3.46701  0.23
H  -5.50953  -3.60411  1.53283  0.24
H  -4.71523  -4.22880  -0.74085  0.25
H  -3.06271  -2.76831  -1.88204  0.22
H  -0.18851  4.55737  1.69999  0.25
H  1.38585  5.01965  3.55671  0.23
H  2.25940  3.15991  4.92434  0.23
H  1.58436  0.83311  4.44376  0.23
H  0.04409  0.35757  2.56293  0.24
C  -2.61096  0.94551  -2.58543  -1.05
H  -2.18461  1.05150  -3.57910  0.26
H  -2.79735  1.92965  -2.15844  0.26
H  -3.53539  0.37356  -2.63909  0.25
C  6.09847  -0.01581  -3.16362  -0.64
C  4.72534  -0.40931  -2.69899  0.05
C  4.21369  0.05199  -1.49312  -0.25
C  2.95550  -0.31900  -1.03694  0.09
C  2.48151  0.23004  0.27905  -0.66
C  2.18683  -1.18139  -1.83214  -0.32
Te  0.43426  -2.04097  -1.01923  0.22
C  2.65860  -1.63616  -3.07304  0.00
C  1.88356  -2.52033  -4.01463  -0.64
C  3.92903  -1.23790  -3.47538  -0.23
H  6.58747  0.64311  -2.44836  0.22
H  6.04989  0.50054  -4.12323  0.23
H  6.72780  -0.89646  -3.29870  0.23
H  4.81069  0.72538  -0.88920  0.21
H  3.09144  1.08279  0.57431  0.23
H  2.54357  -0.51995  1.07203  0.23
H  1.44786  0.56741  0.22798  0.22
H  0.81263  -2.49990  -3.82995  0.22
H  2.21105  -3.55935  -3.93779  0.23
H  2.05744  -2.20043  -5.04158  0.23
H  4.30111  -1.58314  -4.43398  0.22

Output
Energy above the lowest of the compared OMol25 structures with the same formula, charge and spin: 0.0 kcal/mol
Net charge: +1
2S+1: 1
E_tot: -2107.9763 Eh

=====

[3]
Here is 2 unconnected molecules or ions with the total composition C25H25N4O5S from OMol25. Energies are from ωB97M-V with the def2-TZVPD basis set.

Each line ends with the natural charge from an NBO analysis.
Element x y z (Å)
C  1.75281  -3.50185  2.94327  -0.41
N  0.37873  -3.24382  2.51652  -0.46
C  -0.54619  -4.22833  2.83701  0.32
S  -0.09678  -5.70299  3.50067  -0.23
N  -1.87025  -3.89602  2.57476  -0.47
C  -2.85502  -4.95551  2.83702  -0.42
C  -2.26360  -2.83319  1.71927  0.70
O  -3.37121  -2.79859  1.19667  -0.59
C  -1.28733  -1.73818  1.58846  -0.34
C  -1.61893  -0.67806  0.80637  0.11
C  -0.76320  0.49452  0.63917  -0.16
C  0.49277  0.36968  0.02693  -0.07
C  1.32218  1.45012  -0.17079  -0.11
C  0.96534  2.74171  0.31286  0.25
N  1.80389  3.80746  0.12857  -0.45
C  2.92105  3.71712  -0.79009  -0.19
C  3.61112  2.36898  -0.70558  -0.40
C  2.60676  1.23565  -0.89900  -0.42
C  1.35510  5.15558  0.40894  -0.19
C  0.48571  5.20616  1.65318  -0.40
C  -0.67120  4.20980  1.56557  -0.42
C  -0.28339  2.88561  0.98143  -0.12
C  -1.13691  1.79242  1.07404  -0.12
C  0.02155  -1.90284  2.25438  0.69
O  0.76381  -0.97725  2.56337  -0.58
H  2.38476  -2.68288  2.61822  0.23
H  1.79356  -3.61310  4.02910  0.20
H  2.05911  -4.44862  2.50169  0.22
H  -3.84679  -4.59861  2.55798  0.24
H  -2.58410  -5.85461  2.26630  0.22
H  -2.80171  -5.22048  3.89952  0.21
H  -2.64260  -0.65739  0.42218  0.25
H  0.85321  -0.61593  -0.27834  0.22
H  2.56778  3.87728  -1.82484  0.17
H  3.62264  4.52494  -0.55499  0.19
H  4.37984  2.30121  -1.47848  0.21
H  4.10605  2.26054  0.26509  0.20
H  3.04150  0.27956  -0.57663  0.22
H  2.38432  1.12845  -1.97423  0.22
H  2.23805  5.79052  0.54339  0.19
H  0.79090  5.56938  -0.44785  0.17
H  1.09153  4.97911  2.53628  0.20
H  0.07699  6.21145  1.78247  0.21
H  -1.10708  4.04883  2.56160  0.21
H  -1.47366  4.63202  0.94091  0.20
H  -2.09867  1.88945  1.58376  0.19
O  -1.24307  -1.93817  -1.30912  -0.70
C  -1.33485  -1.45049  -2.45736  0.50
C  -0.64791  -2.04616  -3.64811  -0.14
N  0.08716  -3.28617  -3.56862  0.51
O  0.11784  -3.98577  -2.54579  -0.38
O  0.70370  -3.62017  -4.62953  -0.49
C  -0.80454  -1.49868  -4.91524  -0.16
C  -1.59030  -0.36095  -5.11146  -0.34
C  -2.24152  0.25309  -4.02843  -0.17
C  -2.11594  -0.25867  -2.75123  -0.36
H  -0.32911  -2.00370  -5.76241  0.24
H  -1.68516  0.03577  -6.12392  0.20
H  -2.85900  1.14965  -4.18260  0.19
H  -2.60974  0.23114  -1.90231  0.20

Output
Energy above the lowest of the compared OMol25 structures with the same formula, charge and spin: 9.5 kcal/mol
Net charge: -1
2S+1: 1
E_tot: -1961.0840 Eh

=====

[4]
Here is a single C25H25N5O4S molecule from OMol25. Energies are from ωB97M-V with the def2-TZVPD basis set.

Each line ends with the natural charge from an NBO analysis.
Element x y z (Å)
C  -5.98676  -0.08955  -1.83858  -0.66
C  -4.63942  0.32470  -1.35521  0.05
C  -4.10257  -0.19847  -0.18385  -0.35
C  -2.84958  0.15612  0.26770  -0.16
C  -2.08011  1.07127  -0.44442  -0.01
C  -2.59943  1.60079  -1.62333  -0.18
C  -3.85710  1.23196  -2.06442  -0.22
H  -4.23944  1.64978  -2.98431  0.22
H  -2.00434  2.28191  -2.21412  0.22
C  -0.72865  1.40869  0.02710  0.16
N  0.00433  0.40187  0.37744  -0.19
N  1.25778  0.56872  0.77687  -0.21
C  1.91989  1.77473  0.83142  0.64
O  3.10515  1.82324  1.14095  -0.65
C  1.09463  2.93519  0.51551  -0.12
C  1.63623  4.21772  0.63281  -0.16
C  0.85441  5.31988  0.37761  -0.20
C  -0.48423  5.15737  0.02089  -0.20
C  -1.03157  3.90137  -0.10554  -0.14
C  -0.24453  2.76397  0.11678  -0.08
H  -2.07407  3.78386  -0.35797  0.22
H  -1.09863  6.02842  -0.15259  0.22
H  1.26928  6.31232  0.46662  0.22
H  2.66839  4.30899  0.93465  0.24
C  1.94352  -0.65436  1.14731  -0.31
H  2.58607  -0.44361  2.00649  0.23
H  1.18126  -1.39197  1.39979  0.25
C  2.80234  -1.22138  -0.00029  0.66
O  2.53860  -2.27415  -0.54083  -0.63
N  3.84340  -0.43860  -0.31819  -0.62
H  4.00424  0.40948  0.21772  0.44
C  4.80122  -0.79966  -1.34108  -0.27
C  6.07623  -1.33588  -0.73933  0.20
N  7.19235  -0.68517  -1.03162  -0.43
C  8.32942  -1.12005  -0.51634  0.04
C  8.41543  -2.21994  0.32194  -0.26
C  7.24650  -2.90057  0.62942  -0.17
C  6.05341  -2.45408  0.08965  -0.25
H  5.12012  -2.95652  0.29147  0.23
H  7.26687  -3.76619  1.27587  0.22
H  9.36679  -2.53565  0.72090  0.22
H  9.20973  -0.55329  -0.79085  0.19
H  4.33323  -1.57193  -1.95986  0.24
H  5.03714  0.07457  -1.95132  0.22
H  -2.48156  -0.28431  1.18029  0.26
S  -5.02781  -1.37514  0.80485  2.31
O  -6.34953  -0.87334  1.05251  -0.94
O  -4.23592  -1.74203  1.94580  -0.94
N  -5.16393  -2.66965  -0.27963  -0.66
C  -3.88474  -3.31698  -0.46500  -0.43
H  -3.54342  -3.81109  0.45117  0.20
H  -3.15480  -2.56104  -0.74823  0.22
H  -3.96947  -4.05221  -1.26444  0.21
C  -6.24069  -3.57562  0.05951  -0.43
H  -7.10686  -2.96989  0.31405  0.24
H  -6.46861  -4.19946  -0.80516  0.21
H  -5.98717  -4.21536  0.91214  0.19
H  -6.70296  -0.03736  -1.02216  0.26
H  -5.95436  -1.12619  -2.17058  0.24
H  -6.31570  0.54003  -2.66145  0.21

Output
Energy above the lowest of the compared OMol25 structures with the same formula, charge and spin: 50.0 kcal/mol
Net charge: 0
2S+1: 1
E_tot: -1940.6212 Eh
SMILES: Cc1ccc(-c2nn(CC(=O)NCc3ccccn3)c(=O)c3ccccc23)cc1S(=O)(=O)N(C)C